No. 1
This record from OMol25 describes a cluster of 2 separate species, C4H8INO3 in total. The level of theory is wB97M-V/def2-TZVPD.

Computed properties:
HOMO energy (spin up / spin down) in eV: -7.91 / -9.53
Frontier orbital gap (spin up / spin down) in eV: 6.9 / 9.2
ΔE to the lowest compared entry with this formula, charge and spin in kJ/mol: 528.3
E_tot in a.u.: -735.1623
Lowest unoccupied orbital energy (spin up / spin down) in eV: -1.00 / -0.32

Geometry (Å):
1 C 0.59 0.44 1.80
2 C -0.45 0.10 -1.96
3 C 0.51 0.73 0.31
4 C -0.67 0.23 -0.47
5 N -0.23 -2.32 0.06
6 O -0.72 -2.77 1.01
7 O 0.58 -2.62 -0.74
8 O 0.68 2.12 -0.03
9 I -2.55 0.45 0.22
10 H 0.96 1.30 2.34
11 H -0.40 0.01 1.99
12 H 1.19 -0.41 2.20
13 H -1.36 0.07 -2.53
14 H 0.43 0.70 -2.42
15 H -0.06 -1.01 -2.05
16 H 1.55 0.35 -0.19
17 H -0.04 2.63 0.47

=====

No. 2
This record from OMol25 describes the ion C18H36N with charge +1. The level of theory is wB97M-V/def2-TZVPD.

Computed properties:
HOMO energy in eV: -12.55
Frontier orbital gap in eV: 10.1
SMILES: CC#CC[N+](C)(C)CCCCCCCCCCCC
ΔE to the lowest compared entry with this formula, charge and spin in kJ/mol: 0.0
E_tot in a.u.: -761.9233
Lowest unoccupied orbital energy in eV: -2.41
Net charge: +1

Geometry (Å):
1 C 2.88 -0.70 -2.85
2 C 1.81 -1.67 -2.82
3 C 0.93 -2.47 -2.80
4 C -0.18 -3.41 -2.78
5 N -0.09 -4.37 -1.62
6 C 1.04 -5.29 -1.86
7 C -1.34 -5.14 -1.55
8 C 0.16 -3.64 -0.34
9 C -0.78 -2.48 -0.04
10 C -0.38 -1.84 1.30
11 C -1.23 -0.62 1.64
12 C -1.15 0.53 0.63
13 C 0.26 1.03 0.32
14 C 1.06 1.51 1.53
15 C 0.41 2.66 2.31
16 C 0.22 3.93 1.49
17 C -0.30 5.08 2.35
18 C -0.42 6.40 1.59
19 C -1.51 6.38 0.52
20 H 3.08 -0.41 -3.88
21 H 3.79 -1.13 -2.43
22 H 2.60 0.18 -2.28
23 H -0.18 -4.00 -3.70
24 H -1.12 -2.87 -2.71
25 H 1.18 -5.93 -1.00
26 H 0.84 -5.91 -2.73
27 H 1.95 -4.71 -2.03
28 H -2.18 -4.49 -1.34
29 H -1.27 -5.88 -0.75
30 H -1.52 -5.66 -2.49
31 H 0.10 -4.37 0.47
32 H 1.18 -3.25 -0.38
33 H -1.82 -2.81 0.03
34 H -0.70 -1.72 -0.81
35 H -0.49 -2.58 2.10
36 H 0.67 -1.55 1.26
37 H -2.28 -0.92 1.74
38 H -0.91 -0.25 2.62
39 H -1.74 1.36 1.03
40 H -1.63 0.23 -0.30
41 H 0.83 0.23 -0.17
42 H 0.18 1.84 -0.40
43 H 1.22 0.68 2.22
44 H 2.04 1.84 1.18
45 H 1.05 2.88 3.17
46 H -0.56 2.34 2.71
47 H 1.18 4.22 1.05
48 H -0.48 3.74 0.68
49 H -1.27 4.81 2.76
50 H 0.39 5.22 3.19
51 H -0.65 7.19 2.30
52 H 0.54 6.64 1.13
53 H -1.61 7.37 0.07
54 H -1.27 5.67 -0.27
55 H -2.46 6.10 0.95

=====

No. 3
This record from OMol25 describes a structure of composition C27H25Br4N3O4Zr. The level of theory is wB97M-V/def2-TZVPD.

Computed properties:
HOMO energy in eV: -7.51
Frontier orbital gap in eV: 7.5
ΔE to the lowest compared entry with this formula, charge and spin in kJ/mol: 25.3
E_tot in a.u.: -11852.4169
Lowest unoccupied orbital energy in eV: -0.05

Geometry (Å):
1 Zr -0.18 -0.02 -0.50
2 C 2.07 2.28 -1.22
3 N 1.83 0.95 -1.83
4 C 3.13 0.21 -1.74
5 C 3.01 -1.29 -1.56
6 C 2.81 -1.64 -0.08
7 N 1.89 -0.70 0.57
8 C 1.89 -0.69 1.85
9 C 1.13 0.20 2.71
10 C 1.25 0.03 4.09
11 C 0.64 0.90 4.98
12 C -0.08 1.98 4.47
13 C -0.21 2.18 3.11
14 C 0.36 1.28 2.21
15 O 0.21 1.43 0.90
16 C 1.51 1.12 -3.28
17 C 0.04 1.31 -3.65
18 C -0.69 2.43 -2.92
19 N -1.11 1.91 -1.61
20 C -2.04 2.50 -0.96
21 C -2.76 1.88 0.14
22 C -3.45 2.66 1.07
23 C -4.20 2.07 2.06
24 C -4.28 0.67 2.11
25 C -3.64 -0.12 1.18
26 C -2.86 0.47 0.18
27 O -2.23 -0.26 -0.74
28 H 2.86 2.80 -1.77
29 H 2.37 2.15 -0.19
30 H 1.17 2.89 -1.22
31 H 3.68 0.63 -0.90
32 H 3.70 0.45 -2.64
33 H 3.92 -1.77 -1.91
34 H 2.19 -1.67 -2.17
35 H 3.78 -1.58 0.43
36 H 2.43 -2.66 0.03
37 H 2.52 -1.39 2.40
38 H 1.83 -0.80 4.46
39 H 0.73 0.76 6.04
40 H -0.55 2.68 5.15
41 H -0.78 3.01 2.71
42 H 1.86 0.23 -3.80
43 H 2.10 1.97 -3.65
44 H -0.50 0.38 -3.47
45 H 0.00 1.48 -4.72
46 H -1.57 2.72 -3.49
47 H -0.07 3.32 -2.80
48 H -2.38 3.50 -1.27
49 H -3.39 3.74 1.00
50 H -4.72 2.67 2.79
51 H -4.86 0.20 2.89
52 H -3.70 -1.20 1.21
53 Br -0.48 -6.78 -2.24
54 C -0.52 -5.17 -1.26
55 C -0.84 -5.17 0.09
56 Br -1.23 -6.77 0.99
57 C -0.87 -3.96 0.80
58 Br -1.27 -3.86 2.64
59 C -0.60 -2.75 0.16
60 O -0.61 -1.59 0.80
61 C -0.27 -2.77 -1.22
62 O 0.04 -1.58 -1.79
63 C -0.23 -3.96 -1.91
64 Br 0.25 -3.88 -3.73

=====

No. 4
This record from OMol25 describes a structure of composition C7H15N4O. The level of theory is wB97M-V/def2-TZVPD.

Computed properties:
HOMO energy in eV: -13.59
Frontier orbital gap in eV: 9.6
ΔE to the lowest compared entry with this formula, charge and spin in kJ/mol: 507.8
E_tot in a.u.: -569.5576
Lowest unoccupied orbital energy in eV: -3.98
Net charge: +1

Geometry (Å):
1 C 3.11 0.02 1.19
2 C 3.05 -0.66 -0.14
3 C -2.16 -1.82 -0.70
4 C -0.68 1.09 -1.32
5 C -0.49 1.89 1.05
6 C -1.90 -0.87 0.46
7 C -0.36 -0.50 0.52
8 N 2.21 0.83 1.48
9 N 1.90 -0.16 -0.75
10 N 1.41 0.94 -0.14
11 N -0.08 0.86 0.06
12 O 3.77 -1.39 -0.73
13 H 3.70 -0.33 1.99
14 H -3.24 -1.94 -0.79
15 H -1.73 -1.46 -1.67
16 H -1.79 -2.79 -0.55
17 H -1.39 0.33 -1.57
18 H -1.12 2.10 -1.48
19 H 0.01 0.90 -2.15
20 H 0.39 2.06 1.76
21 H -0.70 3.00 0.64
22 H -1.36 1.51 1.54
23 H -2.00 -1.51 1.39
24 H -2.48 -0.05 0.38
25 H -0.07 -0.63 1.52
26 H 0.20 -1.16 -0.19
27 H 1.78 -0.29 -1.79

=====

No. 5
This record from OMol25 describes an isolated molecule of C5H10O. The level of theory is wB97M-V/def2-TZVPD.

Computed properties:
HOMO energy in eV: -9.33
Frontier orbital gap in eV: 10.1
SMILES: CCCC(C)=O
ΔE to the lowest compared entry with this formula, charge and spin in kJ/mol: 232.6
E_tot in a.u.: -271.6640
Lowest unoccupied orbital energy in eV: 0.81

Geometry (Å):
1 C -2.19 -0.32 0.05
2 C -0.97 0.48 -0.58
3 C 0.19 0.99 0.40
4 C 1.09 -0.14 0.52
5 C 2.25 -0.70 -0.27
6 O 0.97 -0.65 1.67
7 H -2.51 0.22 0.94
8 H -2.92 -0.20 -0.66
9 H -1.91 -1.27 0.49
10 H -0.74 -0.08 -1.41
11 H -1.45 1.55 -0.71
12 H 0.46 1.79 -0.21
13 H -0.25 1.16 1.33
14 H 3.35 -0.70 0.07
15 H 2.23 -1.81 -0.39
16 H 2.42 -0.32 -1.23

=====

No. 6
This record from OMol25 describes an isolated molecule of C9H8N4. The level of theory is wB97M-V/def2-TZVPD.

Computed properties:
HOMO energy in eV: -8.81
Frontier orbital gap in eV: 8.6
SMILES: Nc1nccc(-c2ccncc2)n1
ΔE to the lowest compared entry with this formula, charge and spin in kJ/mol: 297.5
E_tot in a.u.: -566.6985
Lowest unoccupied orbital energy in eV: -0.24

Geometry (Å):
1 N 0.09 3.12 -2.17
2 C 0.00 2.47 -1.00
3 N -0.09 3.22 0.06
4 C 0.03 2.55 1.20
5 C 0.47 1.15 1.33
6 C 0.41 0.49 0.06
7 C 0.13 -1.00 -0.01
8 C -0.40 -1.74 -1.12
9 C -0.76 -3.15 -0.73
10 N -0.66 -3.83 0.44
11 C -0.07 -3.05 1.35
12 C 0.27 -1.73 1.22
13 N -0.03 1.13 -1.00
14 H 0.54 4.01 -2.20
15 H 0.03 2.33 -2.95
16 H -0.01 3.03 2.24
17 H 0.86 0.78 2.37
18 H -0.62 -1.18 -2.03
19 H -1.13 -3.94 -1.47
20 H 0.02 -3.54 2.50
21 H 0.93 -1.13 1.91

=====

No. 7
This record from OMol25 describes a structure of composition C36H40CeN5O9. The level of theory is wB97M-V/def2-TZVPD.

Computed properties:
HOMO energy (spin up / spin down) in eV: -1.05 / -1.93
⟨S²⟩: 0.7505
Frontier orbital gap (spin up / spin down) in eV: 4.8 / 5.7
Spin multiplicity: 2
E_tot in a.u.: -2821.9450
Lowest unoccupied orbital energy (spin up / spin down) in eV: 3.74 / 3.74
Net charge: -2

Geometry (Å):
1 Ce 0.35 -0.67 0.17
2 O 2.00 -0.55 1.54
3 C 2.97 0.33 2.01
4 C 4.36 -0.25 1.90
5 N 4.55 -1.16 0.77
6 C 4.30 -0.85 -0.61
7 C 3.18 -1.72 -1.23
8 O 3.53 -2.90 -1.50
9 O 2.01 -1.22 -1.43
10 C 5.26 -2.47 0.94
11 C 4.49 -3.48 1.79
12 O 5.00 -4.56 2.12
13 O 3.29 -3.10 2.13
14 H 2.94 -2.23 1.82
15 H 2.88 1.22 1.38
16 H 2.84 0.68 3.06
17 H 5.02 0.65 1.78
18 H 4.85 -0.79 2.77
19 H 3.91 0.21 -0.61
20 H 5.28 -0.88 -1.22
21 H 5.29 -2.89 -0.05
22 H 6.28 -2.27 1.36
23 C -3.29 2.56 0.22
24 C -3.31 1.14 -0.43
25 C -2.31 0.88 -1.52
26 N -1.68 -0.40 -1.35
27 C -2.14 -1.35 -2.12
28 C -3.35 -1.37 -2.86
29 C -3.73 -2.09 -4.03
30 C -3.23 -3.25 -4.53
31 C -1.96 -3.81 -4.28
32 C -1.08 -3.47 -3.22
33 C -1.22 -2.57 -2.12
34 N -0.42 -2.68 -1.09
35 C 0.15 -4.00 -0.69
36 C 0.55 -4.07 0.77
37 C -0.44 -3.50 1.89
38 N -0.63 -1.99 1.92
39 C -1.34 -1.47 2.91
40 C -2.02 -2.27 3.89
41 C -2.34 -2.06 5.20
42 C -2.29 -0.83 5.93
43 C -2.08 0.41 5.40
44 C -1.55 0.85 4.14
45 C -1.34 0.04 2.97
46 N -1.01 0.59 1.81
47 C -1.13 2.06 1.68
48 C -2.60 2.56 1.60
49 H -4.31 2.92 0.33
50 H -2.86 3.30 -0.50
51 H -4.35 0.92 -0.85
52 H -3.16 0.34 0.36
53 H -1.52 1.63 -1.40
54 H -2.76 1.05 -2.55
55 H -4.07 -0.55 -2.53
56 H -4.72 -1.69 -4.39
57 H -3.86 -3.84 -5.21
58 H -1.72 -4.69 -4.82
59 H -0.17 -4.03 -3.17
60 H 0.97 -4.22 -1.40
61 H -0.61 -4.79 -0.86
62 H 1.55 -3.54 0.88
63 H 0.56 -5.14 1.05
64 H 0.02 -3.76 2.87
65 H -1.44 -3.93 1.83
66 H -2.08 -3.27 3.49
67 H -2.69 -2.94 5.79
68 H -2.58 -0.86 6.98
69 H -2.31 1.33 5.92
70 H -1.29 1.89 4.01
71 H -0.62 2.40 0.78
72 H -0.65 2.56 2.54
73 H -2.60 3.60 1.91
74 H -3.19 1.95 2.30
75 O 2.88 2.39 -0.44
76 C 1.71 2.46 -0.81
77 O 0.79 1.57 -0.56
78 C 1.30 3.60 -1.80
79 C 2.04 3.74 -3.03
80 C 1.69 4.78 -3.94
81 C 0.63 5.63 -3.62
82 O 0.20 6.70 -4.26
83 C -0.94 7.24 -3.55
84 O -1.12 6.39 -2.35
85 C -0.02 5.54 -2.37
86 C 0.27 4.52 -1.48
87 H 2.84 3.12 -3.34
88 H 2.23 4.84 -4.92
89 H -1.88 7.10 -4.10
90 H -0.70 8.25 -3.24
91 H -0.22 4.48 -0.53

=====

No. 8
This record from OMol25 describes an isolated molecule of C23H31N3O3S. The level of theory is wB97M-V/def2-TZVPD.

Computed properties:
HOMO energy in eV: -8.44
Frontier orbital gap in eV: 8.6
SMILES: CN(Cc1ccccc1NC(=O)c1ccc(S(=O)(=O)N(C)C)cc1)C1CCCCC1
ΔE to the lowest compared entry with this formula, charge and spin in kJ/mol: 129.2
E_tot in a.u.: -1683.2185
Lowest unoccupied orbital energy in eV: 0.15

Geometry (Å):
1 C -0.81 -1.23 2.37
2 N -1.62 -0.62 1.32
3 C -2.64 0.26 1.90
4 C -3.15 1.32 0.96
5 C -4.51 1.59 0.90
6 C -5.00 2.63 0.12
7 C -4.12 3.42 -0.60
8 C -2.76 3.17 -0.56
9 C -2.27 2.12 0.22
10 N -0.92 1.79 0.27
11 C 0.15 2.49 -0.20
12 O 0.12 3.60 -0.69
13 C 1.45 1.75 -0.01
14 C 2.59 2.51 0.25
15 C 3.81 1.89 0.43
16 C 3.89 0.51 0.33
17 S 5.48 -0.28 0.57
18 O 5.33 -1.69 0.37
19 O 6.04 0.17 1.81
20 N 6.36 0.43 -0.68
21 C 7.79 0.41 -0.46
22 C 5.95 -0.08 -1.97
23 C 2.77 -0.25 0.05
24 C 1.55 0.37 -0.11
25 C -2.10 -1.61 0.35
26 C -2.52 -0.96 -0.97
27 C -2.78 -2.04 -2.02
28 C -3.87 -2.99 -1.55
29 C -3.50 -3.61 -0.21
30 C -3.23 -2.52 0.83
31 H -1.39 -1.84 3.07
32 H -0.04 -1.86 1.92
33 H -0.31 -0.44 2.93
34 H -3.49 -0.31 2.31
35 H -2.17 0.77 2.74
36 H -5.20 0.99 1.47
37 H -6.06 2.82 0.08
38 H -4.50 4.23 -1.21
39 H -2.08 3.78 -1.12
40 H -0.77 0.87 0.69
41 H 2.50 3.58 0.30
42 H 4.71 2.45 0.64
43 H 8.27 1.15 -1.11
44 H 7.96 0.67 0.58
45 H 8.22 -0.58 -0.66
46 H 4.87 0.03 -2.05
47 H 6.20 -1.14 -2.08
48 H 6.43 0.50 -2.76
49 H 2.89 -1.32 -0.02
50 H 0.68 -0.23 -0.35
51 H -1.23 -2.25 0.14
52 H -1.73 -0.29 -1.33
53 H -3.42 -0.37 -0.83
54 H -3.07 -1.57 -2.96
55 H -1.86 -2.60 -2.20
56 H -4.03 -3.77 -2.29
57 H -4.81 -2.44 -1.44
58 H -4.30 -4.26 0.14
59 H -2.60 -4.22 -0.33
60 H -2.97 -2.98 1.78
61 H -4.15 -1.94 0.96

=====

No. 9
This record from OMol25 describes an isolated molecule of C2H4N2O3S. The level of theory is wB97M-V/def2-TZVPD.

Computed properties:
HOMO energy in eV: -10.23
Frontier orbital gap in eV: 10.5
SMILES: CC(=O)N1NS1(=O)=O
ΔE to the lowest compared entry with this formula, charge and spin in kJ/mol: 433.5
E_tot in a.u.: -811.8788
Lowest unoccupied orbital energy in eV: 0.23

Geometry (Å):
1 C -0.41 -1.70 -0.09
2 C 0.11 -0.53 -0.82
3 O 0.89 -0.20 -1.62
4 N -0.87 0.80 -0.19
5 N -0.03 2.02 -0.47
6 S 0.14 1.29 0.94
7 O -0.54 1.98 1.98
8 O 1.43 0.64 1.12
9 H -1.43 -1.81 0.04
10 H 0.09 -1.58 1.01
11 H 0.02 -2.59 -0.71
12 H 0.60 1.67 -1.21

=====

No. 10
This record from OMol25 describes an isolated molecule of C3H6N4O. The level of theory is wB97M-V/def2-TZVPD.

Computed properties:
HOMO energy in eV: -8.72
Frontier orbital gap in eV: 9.4
SMILES: NNC1=NCC=NO1
ΔE to the lowest compared entry with this formula, charge and spin in kJ/mol: 600.6
E_tot in a.u.: -411.9802
Lowest unoccupied orbital energy in eV: 0.67

Geometry (Å):
1 N -2.45 0.40 0.31
2 N -1.59 -0.73 -0.03
3 C -0.32 -0.59 -0.23
4 N 0.71 -1.31 -0.04
5 C 1.98 -0.77 0.03
6 C 1.83 0.75 0.28
7 N 0.84 1.49 0.00
8 O -0.41 0.87 -0.47
9 H -3.05 0.47 -0.63
10 H -3.13 -0.02 1.02
11 H -1.94 -1.54 0.51
12 H 2.60 -1.32 0.72
13 H 2.61 -0.81 -1.03
14 H 2.75 1.13 1.01

=====

No. 11
This record from OMol25 describes a structure of composition C6H7IN2. The level of theory is wB97M-V/def2-TZVPD.

Computed properties:
HOMO energy in eV: -9.23
Frontier orbital gap in eV: 9.7
ΔE to the lowest compared entry with this formula, charge and spin in kJ/mol: 74.8
E_tot in a.u.: -639.9421
Lowest unoccupied orbital energy in eV: 0.43

Geometry (Å):
1 C -0.47 1.97 -0.50
2 C -0.81 1.57 -1.83
3 C -0.05 0.81 0.07
4 C 0.29 0.31 1.45
5 C 0.76 -1.15 1.26
6 C 0.08 -1.54 -0.48
7 N -0.79 0.26 -1.92
8 N -0.36 -0.25 -0.74
9 I -1.36 -3.16 -0.42
10 H 0.01 2.92 -0.26
11 H -1.10 2.16 -2.60
12 H 1.10 1.00 1.87
13 H -0.52 0.29 2.01
14 H 1.83 -1.30 0.96
15 H 0.47 -1.91 2.07
16 H 0.94 -1.97 -0.94

=====

No. 12
This record from OMol25 describes an isolated molecule of C4H7NO2. The level of theory is wB97M-V/def2-TZVPD.

Computed properties:
HOMO energy in eV: -9.88
Frontier orbital gap in eV: 10.6
SMILES: C=CC(=O)NOC
ΔE to the lowest compared entry with this formula, charge and spin in kJ/mol: 357.9
E_tot in a.u.: -361.7445
Lowest unoccupied orbital energy in eV: 0.69

Geometry (Å):
1 C -0.50 2.02 -0.03
2 C -1.32 0.98 0.00
3 C -0.98 -0.53 0.02
4 O -1.83 -1.40 0.22
5 N 0.28 -0.90 -0.31
6 O 1.42 -0.19 -0.63
7 C 2.19 -0.02 0.53
8 H -0.90 2.98 0.22
9 H 0.57 2.06 -0.29
10 H -2.33 1.19 0.12
11 H 0.58 -1.84 -0.06
12 H 2.23 -1.05 1.00
13 H 1.66 0.61 1.21
14 H 3.12 0.36 0.17